ORCA calculation (ωB97M-V/def2-TZVPD) on a cluster of 3 separate species, C3H13NO3 in total.

The geometry in XYZ format:
```
20
C3H13NO3 ωB97M-V/def2-TZVPD
C -0.355 0.201 0.191
O -1.448 0.318 1.077
C 0.686 1.298 0.341
C 1.968 0.972 -0.467
N 0.161 2.508 -0.249
H 0.108 -0.773 0.339
H -0.722 0.211 -0.851
H -1.585 1.245 1.302
H 0.880 1.410 1.407
H 2.494 1.818 -0.923
H 1.778 0.180 -1.188
H 2.681 0.580 0.262
H 0.834 3.242 -0.455
H -0.422 2.371 -1.092
H -0.430 -2.791 -0.282
H 0.245 -3.098 -1.613
O 0.401 -2.673 -0.764
H -1.909 -1.929 1.417
H -3.120 -2.699 0.906
O -2.246 -2.392 0.640
```

Properties
- Charge: +1
- Energy: -402.2277 hartree
- Spin multiplicity: 2
- ΔE to the lowest compared entry with this formula, charge and spin: 37.6 kcal per mole


ORCA calculation (ωB97M-V/def2-TZVPD) on a structure of composition C4H5LiO2Sc.

The geometry in XYZ format:
```
13
C4H5LiO2Sc ωB97M-V/def2-TZVPD
H -0.356 2.127 0.875
C -0.386 1.497 -0.028
C 0.773 0.927 -0.465
O -1.575 1.303 -0.559
Sc -3.406 2.470 -0.417
H 1.719 1.298 -0.067
H 0.778 0.396 -1.424
C 1.321 -1.790 0.857
C 0.136 -2.157 0.370
O -0.872 -2.004 -0.233
Li -1.721 -0.459 -1.110
H 1.380 -1.562 1.923
H 2.210 -2.046 0.278
```

Properties
- Charge: +1
- Energy: -1073.8167 hartree
- ΔE to the lowest compared entry with this formula, charge and spin: 6.9 kcal per mole